Entry 1:
This record from the Open Molecules 2025 dataset describes C3H2Cl2N2 in the gas phase. The level of theory is ωB97M-V/def2-TZVPD.

Last column: natural (NBO) charge in e.
Atoms and positions in Å:
Cl (-2.180, -1.848, -0.002)  0.042
C (-0.978, -0.628, 0.000)  0.030
N (-1.289, 0.698, 0.002)  -0.435
C (-0.134, 1.325, -0.002)  0.174
N (0.924, 0.444, -0.006)  -0.527
C (0.370, -0.809, -0.003)  0.027
Cl (1.330, -2.226, 0.001)  0.052
H (0.030, 2.377, 0.027)  0.203
H (1.926, 0.668, -0.017)  0.434

Computed properties:
maximum force	0.02106	Eh/bohr
HOMO energy	-8.872	eV
Kohn-Sham gap	0.350	Eh
LUMO	0.6	eV
energy relative to the best compared isomer or geometry (same formula, charge and spin)	0.5	kcal/mol



Entry 2:
This record from the Open Molecules 2025 dataset describes C3H2Cl2N2S in the gas phase. The level of theory is ωB97M-V/def2-TZVPD.

Last column: natural (NBO) charge in e.
Atoms and positions in Å:
Cl (-2.696, 1.696, -0.002)  0.215
N (-1.969, 0.150, 0.004)  -0.470
Cl (-2.999, -1.209, -0.001)  0.209
C (-0.623, 0.031, 0.001)  0.210
N (0.192, 1.025, 0.001)  -0.485
C (1.481, 0.594, 0.000)  -0.030
C (1.657, -0.746, -0.001)  -0.469
S (0.126, -1.561, 0.000)  0.364
H (2.264, 1.330, 0.000)  0.214
H (2.566, -1.311, -0.001)  0.242

Computed properties:
maximum force	0.03558	Eh/bohr
HOMO energy	-8.383	eV
Kohn-Sham gap	0.298	Eh
LUMO	-0.3	eV
energy relative to the best compared isomer or geometry (same formula, charge and spin)	19.0	kcal/mol